(1)
Below is a molecular structure, C26H43Cl3InO2P2 at a distorted geometry, with properties calculated with ωB97M-V/def2-TZVPD.

```
77
Properties=species:S:1:pos:R:3
In -0.075 0.235 2.182
C 0.940 0.060 4.527
C 1.975 0.648 3.768
C 0.149 2.077 3.671
C -0.218 0.969 4.472
C 1.516 1.875 3.234
C 1.057 -1.202 5.319
H 1.716 -1.945 4.858
H 0.092 -1.659 5.420
H 1.388 -0.928 6.324
C -1.556 0.820 5.111
H -1.661 -0.196 5.447
H -2.387 1.001 4.419
H -1.598 1.457 5.991
C -0.705 3.307 3.415
H -0.604 3.933 4.310
H -1.753 3.028 3.278
H -0.344 3.861 2.542
C 2.319 2.877 2.410
H 2.829 3.534 3.131
H 1.687 3.500 1.757
H 3.088 2.387 1.792
C 3.370 0.069 3.578
H 3.962 0.591 4.337
H 3.798 0.276 2.587
H 3.397 -1.010 3.772
C -0.746 -1.724 1.437
C 0.407 -2.116 2.147
C 1.726 -2.413 1.574
C 2.145 -1.442 0.405
C 1.755 -0.016 0.527
C 0.569 0.533 0.028
C -0.465 -0.291 -0.715
C -0.830 -1.659 -0.054
H 1.652 -3.448 1.209
H 1.740 -1.831 -0.535
H 2.500 -2.404 2.360
H -0.201 -2.453 -0.449
H -1.703 -1.709 1.981
H 0.274 -2.403 3.192
H -1.873 -1.883 -0.300
H -1.383 0.303 -0.833
H 0.484 1.635 -0.076
H -0.062 -0.470 -1.719
H 3.243 -1.471 0.344
H 2.540 0.683 0.877
P -1.000 -0.522 -5.000
P -0.657 2.251 -6.568
C -1.019 -0.566 -6.880
C -1.362 0.788 -7.518
H -1.770 -1.320 -7.167
H -0.030 -0.916 -7.218
H -0.954 0.845 -8.540
H -2.454 0.924 -7.569
C -1.472 3.620 -7.473
H -1.010 4.566 -7.159
H -2.536 3.652 -7.205
H -1.371 3.509 -8.562
C 1.007 2.298 -7.377
H 0.919 2.306 -8.474
H 1.602 1.429 -7.060
H 1.524 3.209 -7.046
C -2.453 -1.611 -4.685
H -2.509 -1.821 -3.607
H -2.367 -2.557 -5.243
H -3.374 -1.091 -4.988
C 0.361 -1.712 -4.674
H 1.323 -1.254 -4.946
H 0.222 -2.642 -5.247
H 0.375 -1.941 -3.598
Cl -1.555 -3.961 6.833
C -2.130 -2.348 6.422
Cl -3.785 -2.052 6.923
Cl -1.107 -1.195 7.512
C -2.161 -2.340 4.695
O -2.936 -3.119 4.267
O -1.473 -1.419 4.102
```

Results
**HOMO**: -0.35602 hartree
**ΔE to the lowest compared entry with this formula, charge and spin**: 49.9 kcal per mole
**Charge**: +1
**Molar mass**: 670.753 g mol⁻¹
**Orbital gap**: 4.3 eV

=====

(2)
Below is 2 unconnected molecules or ions with the total composition C4H13N4 at a distorted geometry, with properties calculated with ωB97M-V/def2-TZVPD.

```
21
Properties=species:S:1:pos:R:3
C -0.380 -1.410 1.677
C -1.024 -0.249 1.444
N -1.790 -0.010 0.225
N 0.637 -1.597 2.629
H -0.530 -2.266 0.996
H -0.770 0.605 2.079
H -0.889 0.579 -0.657
H -1.976 -0.953 -0.175
H -2.729 0.343 0.401
H 0.789 -0.738 3.163
H 1.574 -1.796 2.175
C -0.128 2.185 -2.091
N -0.098 0.821 -1.508
C 1.144 0.446 -0.958
N 1.763 -0.631 -1.140
H -1.087 2.298 -2.627
H -0.227 2.960 -1.333
H 0.732 2.306 -2.779
H -0.265 0.095 -2.241
H 1.610 1.304 -0.447
H 2.506 -0.648 -0.434
```

Results
**HOMO**: -0.45142 hartree
**ΔE to the lowest compared entry with this formula, charge and spin**: 65.6 kcal per mole
**Charge**: +1
**Molar mass**: 117.176 g mol⁻¹
**Orbital gap**: 9.4 eV

=====

(3)
Below is 9 unconnected molecules or ions with the total composition C9H36N18O9 at a distorted geometry, with properties calculated with ωB97M-V/def2-TZVPD.

```
72
Properties=species:S:1:pos:R:3
N 26.634 14.248 -11.288
C 27.260 14.567 -12.452
N 27.145 13.653 -13.449
O 27.874 15.623 -12.593
H 26.737 14.820 -10.472
H 26.178 13.366 -11.142
H 26.651 12.805 -13.245
H 27.635 13.823 -14.306
N 30.610 19.209 -7.257
C 29.664 18.551 -7.983
N 28.477 19.214 -8.089
O 29.857 17.469 -8.538
H 30.542 20.201 -7.122
H 31.467 18.715 -7.093
H 27.699 18.789 -8.561
H 28.290 20.092 -7.636
N 29.965 19.921 -11.283
C 29.633 18.838 -12.066
N 29.038 17.840 -11.360
O 29.765 18.873 -13.284
H 29.886 19.992 -10.287
H 30.110 20.759 -11.824
H 28.598 17.046 -11.830
H 29.128 17.794 -10.354
N 31.531 22.749 -10.629
C 31.513 22.592 -9.277
N 32.579 21.926 -8.718
O 30.572 22.952 -8.583
H 30.641 23.063 -10.999
H 32.325 22.661 -11.232
H 32.514 21.805 -7.727
H 33.382 21.732 -9.285
N 26.046 19.005 -11.332
C 25.696 19.234 -12.628
N 26.593 18.750 -13.537
O 24.664 19.817 -12.940
H 27.010 18.788 -11.141
H 25.380 19.201 -10.610
H 27.107 17.919 -13.301
H 26.440 19.013 -14.504
N 34.788 19.422 -14.370
C 33.436 19.358 -14.576
N 32.678 19.236 -13.429
O 32.915 19.367 -15.677
H 35.148 19.550 -13.442
H 35.319 19.756 -15.155
H 33.204 19.084 -12.586
H 31.720 18.926 -13.506
N 28.436 21.942 -13.758
C 29.583 22.639 -13.488
N 30.720 21.950 -13.767
O 29.587 23.708 -12.888
H 27.581 22.453 -13.634
H 28.435 21.000 -14.110
H 31.616 22.309 -13.503
H 30.701 21.017 -14.146
N 30.155 14.593 -8.026
C 30.162 13.795 -9.125
N 30.136 14.463 -10.319
O 30.168 12.571 -9.085
H 30.268 14.180 -7.120
H 30.252 15.596 -8.097
H 30.182 13.879 -11.132
H 29.979 15.452 -10.374
N 28.320 19.993 -18.068
C 28.058 19.530 -16.808
N 29.095 18.852 -16.211
O 26.961 19.625 -16.273
H 29.120 19.656 -18.570
H 27.550 20.394 -18.569
H 28.923 18.686 -15.232
H 29.981 18.780 -16.677
```

Results
**HOMO**: -0.32927 hartree
**ΔE to the lowest compared entry with this formula, charge and spin**: 2.8 kcal per mole
**Structure (SMILES)**: NC(N)=O.NC(N)=O.NC(N)=O.NC(N)=O.NC(N)=O.NC(N)=O.NC(N)=O.NC(N)=O.NC(N)=O
**Molar mass**: 540.504 g mol⁻¹
**Orbital gap**: 8.8 eV